ORCA calculation (ωB97M-V/def2-TZVPD) on a 7-piece molecular cluster, H14O7 overall at a distorted geometry.

Geometry (Å):
O 0.706101 0.457479 0.805179
H 0.822254 0.022792 -0.021035
O -0.510975 -2.396671 0.516155
H 0.820008 2.114774 1.101277
O 0.831068 3.065479 1.113561
H -1.030038 -1.777961 0.989786
H -3.124886 -0.796558 1.909018
H 2.278312 -0.454786 -1.639926
H 3.015333 0.170334 -2.696740
O -1.502273 1.533803 -1.010203
O 3.077171 -0.547693 -2.101080
H -2.022001 0.287570 2.000480
H 0.173748 -1.678247 -0.795297
H -1.233760 1.208396 -0.097428
H 0.246565 3.372017 1.777699
O -2.177623 -0.614377 1.716075
O 0.532282 -1.104837 -1.516615
H -0.683975 1.604062 -1.509618
H -0.070648 -1.191357 -2.252092
H -1.085460 -3.115050 0.220344
H 0.938795 -0.159169 1.490459

Force components x, y, z for each atom (eV/Å):
O -0.4757 0.7195 1.2048
H 0.0832 -0.7263 -1.4322
O 1.1834 -1.7784 -0.9724
H -0.0592 -0.7695 0.0602
O 0.9628 1.0104 -0.9323
H -1.3464 1.2141 0.9053
H 1.0023 0.2379 -0.2150
H -1.8629 -0.4282 1.0779
H 0.3647 1.1502 -1.1894
O 0.0331 -0.6457 1.6133
O 2.0037 -0.7368 -0.1848
H 0.0484 0.1869 0.0667
H -0.0455 0.0932 -0.3215
H -0.2085 0.6126 -1.9261
H -0.8229 0.3292 0.9154
O -1.1454 -0.2982 0.2828
O -0.0183 -0.0895 0.5049
H 0.1126 0.0341 0.2028
H -0.1746 0.1071 -0.2348
H 0.0856 0.2259 0.2417
H 0.2795 -0.4484 0.3326

- SMILES string: O.O.O.O.O.O.O


ORCA calculation (ωB97M-V/def2-TZVPD) on C4H5BaO2 as an isolated structure at a distorted geometry.

Geometry (Å):
H 2.573075 -0.666875 -4.714903
H 4.818678 -1.939172 -1.369811
C 2.050483 -2.516250 -3.567039
H 4.603137 0.221851 0.276869
C 3.776591 -1.945392 -1.660989
C 2.237084 -1.719994 -4.843013
O 1.999687 -2.167284 -5.937375
O 3.659249 0.063485 0.217388
Ba 1.975427 1.745905 0.356782
H 2.283462 -3.573593 -3.760013
C 2.809566 -1.985964 -2.426664
H 0.972931 -2.460265 -3.328358

Force components x, y, z for each atom (eV/Å):
H -0.0226 -0.1974 0.0028
H -0.8676 0.2430 0.5592
C -0.9362 0.1784 0.4109
H 0.1647 -0.1273 0.0411
C -1.5657 -0.0502 -2.5330
C -0.1425 0.0506 -0.4378
O 0.1674 0.1493 0.5214
O -0.8304 1.2457 0.2667
Ba 0.7901 -0.9605 -0.1034
H -0.0280 0.3388 0.0867
C 3.1125 -0.7511 1.4938
H 0.1582 -0.1193 -0.3084

- Multiplicity: 2
- <S²>: 0.750


Listing relative energy (zero: lowest compared OMol25 entry of this formula, charge and spin) for the structures above in their given order: 37.0, 14.6 kcal per mole.
Listing M for the structures above in their given order: 126.10, 222.41 g mol⁻¹.
Listing calculated total energy for the structures above in their given order: -14559.8549, -9013.1875 eV.